[1]
DFT (ωB97M-V with the def2-TZVPD basis set) results for a structure of composition C19H43OP3PtSSe at a distorted geometry.

The geometry in XYZ format:
```
69
Properties=species:S:1:pos:R:3:mulliken_charge:R:1
Pt 0.0534 -1.2597 -1.1140 0.564
P -1.7808 -1.0886 2.4755 0.958
P 1.5094 -2.6928 -0.1386 0.684
P -1.9293 -0.5496 -1.9863 0.327
H 0.2728 3.5849 0.2769 0.008
C -0.8187 3.6572 0.3414 -0.322
C -1.4532 3.1514 1.4081 -0.666
H -0.8638 2.7218 2.2214 0.219
C -0.8448 -0.5421 3.9055 -0.847
C -2.3447 -2.7869 2.6718 -1.135
C -3.1212 0.0873 2.2912 -1.017
C 3.1546 -2.7462 -0.9012 -1.231
C 1.7956 -2.5031 1.6382 -0.686
C 0.8000 -4.3546 -0.3927 -1.227
C -2.3335 1.1690 -1.6101 -0.490
C -3.2520 -1.5649 -1.2757 -0.920
C -2.0974 -0.7784 -3.7803 -1.174
H -1.3386 4.1852 -0.4644 0.344
H -2.5428 3.1751 1.5263 0.543
H -0.1275 0.2341 3.6021 0.003
H -0.2943 -1.3780 4.3551 0.485
H -1.5393 -0.1328 4.6543 0.500
H -1.4760 -3.4634 2.6692 0.335
H -2.9933 -3.0626 1.8280 0.387
H -2.8969 -2.9119 3.6157 0.425
H -2.7443 1.0352 1.8837 0.008
H -3.5551 0.2787 3.2837 0.508
H -3.9050 -0.2990 1.6281 0.484
H 3.6400 -3.7000 -0.6308 0.453
H 3.7606 -1.9152 -0.5225 0.370
H 3.0736 -2.6658 -1.9952 0.418
H 2.2424 -3.4248 2.0427 0.519
H 0.8535 -2.3016 2.1649 -0.016
H 2.4874 -1.6653 1.8084 -0.041
H 1.5941 -5.1045 -0.3052 0.454
H 0.3515 -4.4057 -1.3916 0.412
H 0.0293 -4.5416 0.3625 0.337
H -3.3561 1.3844 -1.9563 0.549
H -1.6205 1.8318 -2.1129 0.266
H -2.2558 1.3413 -0.5304 -0.123
H -4.2006 -1.3207 -1.7763 0.532
H -3.3348 -1.3674 -0.1989 -0.012
H -3.0219 -2.6249 -1.4412 0.399
H -3.0848 -0.3956 -4.0842 0.491
H -2.0334 -1.8480 -4.0186 0.417
H -1.3055 -0.2410 -4.3187 0.344
C 1.2136 0.9456 -3.4352 0.371
C 1.0520 1.8104 -2.3487 0.240
C 0.8293 3.1720 -2.5763 -0.447
C 0.8510 3.6866 -3.8766 -0.723
C 1.1210 2.8300 -4.9567 -0.540
C 1.3216 1.4724 -4.7425 -0.582
Se 1.1763 -0.9554 -3.2369 0.078
H -0.9619 -1.1044 1.2825 -0.233
H 1.0617 1.3896 -1.3430 0.249
H 0.6289 3.8322 -1.7340 0.398
H 0.6587 4.7487 -4.0350 0.470
H 1.1770 3.2288 -5.9713 0.442
H 1.5290 0.7920 -5.5654 0.490
C 3.3714 2.6272 1.7984 -1.065
S 2.5608 1.0356 2.0458 0.855
C 3.2856 0.6167 3.6383 -1.133
O 1.0963 1.3099 2.2907 -0.279
H 4.3912 2.5637 2.1964 0.502
H 2.7887 3.4014 2.3089 0.410
H 3.4106 2.8118 0.7188 0.342
H 4.3542 0.8491 3.6075 0.513
H 3.1508 -0.4562 3.8088 0.372
H 2.7800 1.1920 4.4172 0.432
```

## Properties
**DFT total energy**: -4766.3445 a.u.
**Charge**: +4
**Spin multiplicity**: 5
**⟨S²⟩**: 6.03
**HOMO (alpha / beta)**: -19.2 / -20.2 eV

---

[2]
DFT (ωB97M-V with the def2-TZVPD basis set) results for a structure of composition C19H43OP3SSeV at a distorted geometry.

The geometry in XYZ format:
```
69
Properties=species:S:1:pos:R:3:mulliken_charge:R:1
V -0.1283 -0.3733 0.3096 -0.381
P 0.8357 -2.2009 -0.7110 0.963
P 1.6841 0.0797 1.8097 1.056
P -2.2933 -0.6280 -0.6933 1.011
H 0.5153 2.2573 0.3164 0.650
C -0.5136 1.8662 0.2867 -1.531
C -1.1788 1.4042 1.4710 -0.004
H -0.7412 1.6103 2.4537 0.363
C 1.6774 -1.5824 -2.2118 -1.132
C 2.1353 -3.1595 0.1475 -1.237
C -0.1998 -3.5758 -1.3324 -1.240
C 1.6738 1.5071 2.9637 -1.424
C 2.3429 -1.2041 2.9579 -1.092
C 3.1036 0.4991 0.7364 -1.202
C -3.6558 0.5650 -0.3959 -1.421
C -3.2545 -2.1922 -0.5310 -1.131
C -2.0439 -0.4356 -2.4963 -1.154
H -1.0407 1.9798 -0.6739 0.806
H -2.2706 1.3229 1.4871 0.313
H 2.1501 -2.4166 -2.7415 0.545
H 2.4353 -0.8393 -1.9356 0.337
H 0.9461 -1.0975 -2.8707 0.250
H 2.5021 -3.9335 -0.5388 0.553
H 1.6726 -3.6303 1.0245 0.308
H 2.9681 -2.5110 0.4495 0.414
H 0.4583 -4.3167 -1.8064 0.562
H -0.9342 -3.2153 -2.0657 0.422
H -0.7019 -4.0280 -0.4673 0.310
H 2.6915 1.7115 3.3136 0.508
H 1.0362 1.2740 3.8267 0.410
H 1.2796 2.3968 2.4629 0.466
H 3.4031 -1.0116 3.1583 0.536
H 2.2272 -2.2061 2.5327 0.160
H 1.7956 -1.1679 3.9085 0.422
H 3.8893 0.9425 1.3560 0.520
H 2.7905 1.2186 -0.0281 0.294
H 3.4984 -0.3876 0.2333 0.305
H -4.4343 0.4358 -1.1552 0.522
H -3.2759 1.5915 -0.4358 0.435
H -4.0851 0.3809 0.5976 0.465
H -4.0622 -2.2075 -1.2702 0.519
H -3.6948 -2.2402 0.4733 0.342
H -2.6171 -3.0683 -0.6750 0.277
H -3.0237 -0.3190 -2.9715 0.512
H -1.5356 -1.3057 -2.9215 0.307
H -1.4303 0.4496 -2.6983 0.260
C 1.2913 3.6478 -3.4349 0.698
C 0.7926 4.2344 -2.2629 -0.181
C 0.4995 5.5961 -2.2261 -0.538
C 0.7341 6.4058 -3.3338 -0.447
C 1.2808 5.8473 -4.5002 -0.553
C 1.5697 4.4705 -4.5580 -0.520
Se 1.5084 1.7494 -3.3677 0.268
H 1.0377 1.4083 -1.9602 -0.120
H 0.6174 3.6116 -1.3988 0.304
H 0.0777 6.0199 -1.3132 0.416
H 0.4960 7.4754 -3.2988 0.452
H 1.4751 6.4896 -5.3612 0.436
H 1.9959 4.0452 -5.4635 0.431
C -2.6015 -3.7632 3.3233 -1.104
S -1.7338 -2.1894 3.0890 0.512
C -0.7777 -2.1976 4.6243 -1.035
O -0.7167 -2.4175 1.9665 -0.500
H -3.1319 -3.6881 4.2807 0.499
H -1.8681 -4.5773 3.3002 0.364
H -3.3172 -3.8559 2.4973 0.326
H 0.0605 -2.8971 4.5349 0.327
H -0.4211 -1.1741 4.7886 0.249
H -1.4653 -2.4799 5.4248 0.541
```

## Properties
**DFT total energy**: -5591.0084 a.u.
**Charge**: +4
**Spin multiplicity**: 2
**⟨S²⟩**: 0.77
**HOMO (alpha / beta)**: -20.4 / -20.4 eV

---

[3]
DFT (ωB97M-V with the def2-TZVPD basis set) results for a structure of composition C19H44N2O13PV at a distorted geometry.

The geometry in XYZ format:
```
80
Properties=species:S:1:pos:R:3:mulliken_charge:R:1
O -0.1661 1.3948 0.2155 -0.095
V -0.9033 2.7946 0.1830 1.461
C 1.4723 5.9883 -1.5933 -1.373
C 0.4372 5.1497 -0.8903 0.882
O 0.3497 3.9342 -1.1570 -0.554
O -0.3042 5.6478 0.0083 -0.647
H 1.9236 5.5912 -2.5025 0.312
H 2.3399 6.2349 -0.9814 0.225
H 1.0469 6.9412 -1.9083 0.361
C -4.0599 1.6783 -2.9358 -1.602
C -3.3296 1.4085 -1.6346 0.701
O -2.1597 1.8313 -1.5129 -0.727
O -3.8528 0.7672 -0.7079 -0.584
H -4.0315 2.7490 -3.1381 0.273
H -5.0858 1.3215 -2.8452 0.325
H -3.5733 1.0991 -3.7205 0.320
P -3.1499 3.3577 1.6754 0.436
O -4.5331 2.7163 1.5832 -0.869
O -2.5957 4.0540 0.4386 -0.537
O -2.3108 2.0741 1.7081 -0.263
O -2.7275 4.4084 2.6903 -0.891
C 1.4106 1.9690 3.4803 -1.219
C 1.3632 3.4152 2.9454 0.113
C 2.5009 3.8556 2.0412 -1.059
O 2.6027 2.9395 0.9501 0.126
C 3.5761 3.3930 0.0584 -0.999
N 0.0434 3.5813 2.2210 -0.230
H 0.5616 1.6216 4.0690 0.424
H 2.3073 1.8234 4.0827 0.469
H 1.5654 1.3063 2.6288 -0.130
H 1.4370 4.0844 3.8025 0.427
H 3.3974 3.8668 2.6611 0.454
H 2.3515 4.9055 1.7890 0.429
H 3.5893 4.4696 -0.1112 0.338
H 3.3186 2.9177 -0.8881 0.168
H 4.5551 3.0432 0.3861 0.325
H -0.6494 3.4282 2.9398 0.206
H 0.1282 4.5850 2.2953 0.154
C 0.5563 -2.5747 -2.7377 -1.427
C -0.6655 -2.7977 -1.6654 2.037
C -1.6506 -3.8619 -2.2058 -1.498
C -1.1089 -5.2919 -2.0637 -0.623
C -0.9044 -5.6209 -0.6105 -1.181
C -0.0084 -4.6274 0.1441 1.728
N -0.2850 -3.2163 -0.2311 0.144
O 0.5714 -2.2642 0.2657 0.121
C -0.2862 -4.8139 1.6380 -2.086
C 1.4917 -4.9394 -0.1476 -1.801
C -1.5689 -1.5520 -1.6211 -2.955
H 1.2030 -3.4489 -2.8128 0.350
H 1.2335 -1.8387 -2.3042 0.248
H 0.3358 -2.1749 -3.7275 0.387
H -2.6705 -3.7986 -1.8264 0.465
H -1.7670 -3.7209 -3.2803 0.426
H -0.3142 -5.5532 -2.7624 0.332
H -1.8992 -5.9992 -2.3152 0.420
H -0.5066 -6.6350 -0.5713 0.330
H -1.8670 -5.5903 -0.1000 0.399
H -1.3168 -4.8001 1.9925 0.372
H 0.1890 -5.7174 2.0201 0.442
H 0.2589 -3.9817 2.0835 0.431
H 1.6872 -4.7756 -1.2074 0.318
H 2.0559 -4.2248 0.4515 0.373
H 1.7337 -5.9470 0.1907 0.498
H -2.5379 -1.6898 -1.1413 0.584
H -1.7677 -1.3119 -2.6655 0.701
H -1.0416 -0.7356 -1.1276 0.295
H 1.3666 -2.3050 -0.2706 0.148
C -1.5463 -1.1975 2.3569 -0.497
O -2.3342 -0.7064 1.2322 -0.372
H -1.8742 -0.8259 3.3277 0.420
H -1.4081 -2.2787 2.3507 0.138
H -0.5015 -0.8910 2.3056 0.004
H -1.8506 -1.0574 0.4808 0.218
C 3.2057 -0.2825 -0.1912 -0.561
O 3.1570 -1.6793 -0.5019 -0.491
H 3.2006 0.3205 -1.0991 0.245
H 2.4212 0.0267 0.4995 0.137
H 4.1305 -0.1005 0.3561 0.381
H 4.0381 -1.8664 -0.8341 0.252
```

## Properties
**DFT total energy**: -3123.2226 a.u.
**Charge**: -3
**Spin multiplicity**: 2
**⟨S²⟩**: 0.77
**HOMO (alpha / beta)**: 3.5 / 3.4 eV

---

[4]
DFT (ωB97M-V with the def2-TZVPD basis set) results for a structure of composition C19H45BCl2N2O5SSi2 at a distorted geometry.

The geometry in XYZ format:
```
77
Properties=species:S:1:pos:R:3:mulliken_charge:R:1
C -0.0488 -3.8237 -0.1635 -0.812
C 0.8993 -2.7870 -0.1460 0.089
Si 0.3163 -1.0333 0.2806 0.214
C -0.9084 -0.5970 -1.1154 -1.000
O 1.5363 0.1306 0.1778 -0.971
Si 2.8525 -0.0003 1.2528 0.593
C 3.8729 -1.5899 1.0746 -0.945
C 4.0501 1.4178 0.7599 -0.755
S 4.9629 2.0972 2.1879 -0.157
C 6.0147 0.7482 2.8460 -0.210
C 7.0967 0.2658 1.8554 -1.119
B 2.3589 0.4206 3.1488 0.911
O 2.6839 -0.4184 4.2262 -0.570
O 1.6981 1.6445 3.3097 -0.509
C 0.6681 1.6293 4.3123 -0.547
C -0.7097 -0.9707 1.8741 0.216
Cl -2.0351 0.2309 1.8847 -0.087
C -0.5652 -1.7196 2.9839 0.410
C 0.5000 -2.8083 3.1042 -1.194
Cl -1.6320 -1.5330 4.3858 -0.149
H -0.1034 -4.6299 0.5755 0.256
H -0.7557 -3.8271 -1.0067 0.264
H 1.9350 -3.0423 -0.4150 0.324
H -1.3445 0.3761 -0.8437 0.314
H -0.4287 -0.5920 -2.0975 0.116
H -1.7318 -1.3264 -1.0499 0.288
H 4.0549 -1.8086 0.0082 0.290
H 4.8322 -1.3942 1.5754 0.223
H 3.4076 -2.4911 1.4926 0.447
H 4.7164 1.0256 -0.0266 0.404
H 3.4362 2.2204 0.3261 0.339
H 5.3653 -0.0800 3.1644 0.152
H 6.5209 1.1621 3.7260 0.468
H 7.8507 -0.2877 2.4415 0.371
H 6.7102 -0.4503 1.1152 0.274
H 7.6088 1.0830 1.3353 0.317
H 1.9117 -0.7295 4.7111 0.285
H 1.0192 2.2002 5.1816 0.268
H -0.1875 2.1797 3.8908 0.188
H 0.2951 0.6297 4.5653 0.152
H 0.1490 -3.6844 2.5455 0.211
H 0.5209 -3.1335 4.1555 0.460
H 1.5008 -2.4965 2.7973 0.201
C 1.8700 -0.3305 -4.3236 -1.131
C 1.1426 -1.2751 -5.2733 0.480
C 1.6107 -1.1613 -6.7341 -0.771
O 1.1109 -0.0298 -7.4236 -0.386
C 1.8374 1.1675 -7.2105 -0.635
N -0.3016 -1.0553 -5.1434 -0.618
H 1.5360 0.7023 -4.4234 0.248
H 1.6891 -0.6245 -3.2889 -0.058
H 2.9490 -0.3575 -4.4930 0.388
H 1.3587 -2.2969 -4.9457 0.353
H 1.2231 -2.0267 -7.2787 0.366
H 2.7046 -1.2070 -6.8081 0.407
H 2.9081 0.9791 -7.0925 0.294
H 1.4537 1.7047 -6.3403 0.236
H 1.6916 1.8042 -8.0833 0.254
H -0.7921 -1.7467 -5.7042 0.277
H -0.5178 -0.1747 -5.6043 0.276
C -8.0370 1.8903 2.3889 -1.442
C -6.5405 1.6055 2.4565 0.409
C -5.6948 2.5476 1.5830 -0.627
O -5.7221 2.2462 0.1994 -0.335
C -6.8339 2.7703 -0.5032 -0.701
N -6.3096 0.1967 2.1208 -0.737
H -8.4831 1.5435 1.4568 0.276
H -8.5548 1.3781 3.2004 0.366
H -8.2384 2.9596 2.4874 0.349
H -6.2262 1.7606 3.4932 0.373
H -4.6496 2.4329 1.8847 0.281
H -5.9579 3.5990 1.7551 0.421
H -7.1442 3.7422 -0.1093 0.317
H -7.6732 2.0713 -0.4789 0.243
H -6.5387 2.8968 -1.5451 0.240
H -5.3246 -0.0179 2.2569 0.238
H -6.4402 0.0986 1.1170 0.331
```

## Properties
**DFT total energy**: -3159.0678 a.u.
**HOMO**: -8.0 eV